A single C20H35ClF2N4O6S molecule. Source: OMol25; level of theory: ωB97M-V/def2-TZVPD.

Results
spin multiplicity = 1
HOMO level = -8.923 eV
E_LUMO = 0.148 eV
SMILES = CCN[C@@](S)(O[C@](C)(N)[C@](CC=O)(CCCCl)O[C@@](N)(CC(=O)F)C(=O)NC(=O)F)[C@H](C)CC
DFT total energy = -2511.6515 a.u.

XYZ file:
```
69
Properties=species:S:1:pos:R:3:forces:R:3
C 1.716 0.091 3.843 -0.3 0.3 0.3
C 0.298 0.593 4.146 0.1 -0.3 0.4
N -0.680 0.425 3.087 0.2 -0.2 -0.2
C -0.714 1.164 1.877 -0.4 0.0 0.1
S 0.454 2.594 1.845 0.0 0.2 0.0
O -0.370 0.406 0.685 -0.1 0.1 0.0
C -0.344 -1.023 0.641 0.2 -0.3 -0.3
C -1.644 -1.679 1.115 0.0 -0.2 0.0
N 0.728 -1.523 1.453 0.0 0.4 0.2
C -0.051 -1.346 -0.891 -0.1 -0.2 0.2
C -1.266 -1.128 -1.819 -0.1 0.3 0.2
C -2.161 0.072 -1.707 -0.2 0.4 -0.8
O -2.595 0.634 -2.698 0.4 -0.3 0.6
C 0.298 -2.854 -1.046 0.2 0.1 -0.3
C 1.779 -3.226 -1.066 0.2 -0.6 0.2
C 1.931 -4.657 -0.557 -0.3 0.3 0.2
Cl 3.608 -5.229 -0.701 0.1 -0.1 -0.1
O 1.158 -0.619 -1.191 -0.2 -0.1 -0.2
C 1.306 0.327 -2.211 0.3 0.6 0.0
N 0.605 1.570 -2.000 0.1 -0.3 0.0
C 2.822 0.697 -2.169 0.0 -0.1 0.1
C 3.769 -0.392 -2.591 0.1 -0.6 0.3
O 3.981 -1.430 -2.058 0.0 0.7 -0.3
F 4.428 -0.056 -3.721 0.0 0.0 0.0
C 1.044 -0.260 -3.614 -0.1 -0.8 -0.5
O 1.226 -1.419 -3.848 0.1 0.5 0.1
N 0.572 0.638 -4.660 -0.2 0.3 0.2
C 1.397 1.661 -5.101 -0.1 0.3 0.1
O 1.177 2.829 -5.099 0.0 -0.4 -0.3
F 2.530 1.146 -5.588 0.2 0.0 0.2
C -2.141 1.780 1.699 0.2 0.6 0.0
C -2.270 2.709 0.481 0.0 0.0 0.2
C -2.565 2.531 2.984 -0.4 -0.5 0.1
C -3.813 3.411 2.825 0.5 0.2 0.2
H 1.984 0.275 2.810 0.1 -0.1 0.0
H 1.790 -0.973 4.055 0.1 -0.1 -0.2
H 2.411 0.621 4.497 0.1 0.0 -0.1
H 0.330 1.618 4.530 0.0 0.1 -0.2
H -0.070 -0.012 4.979 -0.1 0.1 0.0
H -1.597 0.192 3.420 0.0 0.1 0.1
H 1.545 1.900 1.516 0.0 -0.1 0.0
H -1.816 -2.632 0.617 0.0 0.0 0.0
H -2.516 -1.057 0.930 0.0 0.1 0.0
H -1.568 -1.880 2.182 -0.1 0.1 0.0
H 1.646 -1.317 1.090 0.0 -0.2 -0.1
H 0.622 -2.475 1.758 0.1 -0.1 -0.1
H -1.007 -1.208 -2.870 0.1 -0.2 0.0
H -1.926 -1.981 -1.630 0.0 0.0 0.1
H -2.459 0.416 -0.714 -0.1 0.0 0.2
H -0.194 -3.431 -0.262 -0.1 0.1 0.0
H -0.132 -3.199 -1.989 0.0 -0.1 0.0
H 2.199 -3.181 -2.067 -0.1 0.2 0.0
H 2.398 -2.591 -0.438 -0.1 0.1 -0.1
H 1.278 -5.347 -1.088 0.1 -0.1 -0.1
H 1.682 -4.706 0.503 0.0 -0.1 0.0
H -0.257 1.666 -2.507 -0.3 0.0 0.1
H 0.446 1.681 -1.005 -0.1 0.1 0.1
H 2.981 1.605 -2.745 0.0 -0.1 -0.1
H 3.042 0.915 -1.123 -0.1 0.1 0.0
H -0.346 1.026 -4.460 0.0 -0.1 0.2
H -2.850 0.956 1.583 0.1 -0.2 -0.1
H -2.029 3.736 0.752 0.1 0.0 0.0
H -3.294 2.709 0.108 0.0 0.0 -0.1
H -1.613 2.428 -0.331 0.1 -0.1 -0.1
H -2.809 1.782 3.741 0.1 0.0 0.1
H -1.727 3.100 3.388 0.0 0.1 -0.1
H -4.326 3.480 3.784 -0.1 0.0 0.0
H -4.499 3.014 2.081 -0.1 0.0 0.0
H -3.536 4.430 2.557 -0.1 0.0 -0.2
```
Positions in Å, forces in eV/Å.